[1]
Formula: C29H33ClN3O
Source: OMol25
Level of theory: ωB97M-V with the def2-TZVPD basis set

Summary:
calculated total energy = -49642.4714 eV
net charge = +1
frontier orbital gap = 7.41 eV

Geometry (Å):
C (3.58, -2.08, -2.27)
N (2.88, -1.64, -1.09)
C (3.60, -1.37, 0.05)
O (4.79, -1.61, 0.21)
C (2.68, -0.69, 1.03)
C (3.09, 0.76, 1.29)
C (3.25, 1.53, 0.00)
C (4.45, 1.43, -0.71)
C (4.60, 2.09, -1.94)
C (3.55, 2.86, -2.44)
C (2.37, 3.00, -1.71)
C (2.23, 2.36, -0.47)
N (1.38, -0.79, 0.37)
C (0.32, -0.10, 0.86)
C (-0.85, 0.22, 0.17)
C (-2.08, 0.27, 0.81)
C (-3.32, 0.30, 0.11)
C (-4.50, -0.05, 0.80)
C (-5.66, -0.39, 0.11)
C (-5.68, -0.37, -1.29)
C (-4.54, 0.01, -2.00)
C (-3.37, 0.36, -1.32)
C (1.43, -1.52, -0.93)
C (0.70, -2.91, -1.05)
C (1.31, -3.89, -0.04)
C (0.86, -3.44, -2.47)
C (-0.79, -2.76, -0.79)
H (4.53, -1.54, -2.33)
H (3.81, -3.15, -2.24)
H (2.99, -1.85, -3.16)
H (2.67, -1.28, 1.96)
H (2.35, 1.24, 1.95)
H (4.05, 0.70, 1.82)
H (5.26, 0.82, -0.32)
H (5.53, 1.98, -2.49)
H (3.66, 3.36, -3.41)
H (1.55, 3.60, -2.09)
H (1.32, 2.48, 0.12)
H (0.43, 0.20, 1.91)
H (-0.83, 0.35, -0.92)
H (-2.09, 0.05, 1.88)
H (-4.46, -0.16, 1.89)
H (-6.54, -0.73, 0.66)
H (-6.57, -0.66, -1.84)
H (-4.52, -0.02, -3.09)
H (-2.47, 0.58, -1.90)
H (1.04, -0.86, -1.73)
H (1.17, -3.54, 0.98)
H (0.80, -4.86, -0.14)
H (2.38, -4.05, -0.23)
H (0.61, -2.67, -3.21)
H (1.86, -3.83, -2.68)
H (0.17, -4.28, -2.64)
H (-1.24, -2.03, -1.47)
H (-1.27, -3.73, -0.96)
H (-0.99, -2.46, 0.24)
Cl (-3.33, 5.48, 5.04)
C (-3.05, 4.07, 4.08)
C (-2.96, 4.19, 2.69)
C (-2.72, 3.02, 1.97)
N (-2.58, 1.85, 2.58)
C (-2.68, 1.72, 3.91)
C (-2.92, 2.83, 4.72)
H (-3.07, 5.14, 2.18)
H (-2.64, 3.04, 0.88)
H (-2.57, 0.72, 4.33)
H (-2.99, 2.72, 5.80)

natural (NBO) population analysis, charges in e, atoms 1 to 2: number 1, C, carries -0.411; number 2, N, carries -0.465

---

[2]
Formula: C4H10O2
Source: OMol25
Level of theory: ωB97M-V with the def2-TZVPD basis set

Summary:
calculated total energy = -8400.0525 eV
net charge = 0
frontier orbital gap (alpha / beta) = 7.67 / 7.67 eV

Geometry (Å):
C (1.33, 1.06, 0.00)
O (1.25, -0.36, 0.14)
C (0.15, -0.69, -0.63)
C (-0.29, -2.13, -0.40)
C (-0.92, 0.29, -0.18)
O (-0.97, 2.23, -0.73)
H (1.88, 1.46, 0.86)
H (1.87, 1.30, -0.93)
H (0.01, 1.97, -0.39)
H (0.35, -0.54, -1.71)
H (0.52, -2.81, -0.69)
H (-1.18, -2.38, -0.99)
H (-0.50, -2.30, 0.67)
H (-1.88, 0.20, -0.67)
H (-0.97, 0.39, 0.90)
H (-1.40, 2.71, -0.01)

natural (NBO) population analysis, charges in e, atoms 1 to 2: number 1, C, carries -0.402; number 2, O, carries -0.539

---

[3]
Formula: C49H32BrLiN5OS2
Source: OMol25
Level of theory: ωB97M-V with the def2-TZVPD basis set

Summary:
calculated total energy = -152751.8190 eV
net charge = -1
frontier orbital gap = 4.14 eV

Geometry (Å):
Li (-0.29, 0.43, 0.75)
Br (1.81, -4.00, 5.94)
C (1.34, -2.48, 4.88)
C (0.01, -2.12, 4.75)
C (-0.30, -1.03, 3.95)
C (0.67, -0.28, 3.25)
O (0.31, 0.66, 2.44)
C (2.04, -0.66, 3.44)
C (3.34, -0.31, 1.20)
N (2.34, 0.31, 0.34)
C (2.50, 1.43, -0.39)
C (3.77, 1.90, -0.74)
C (3.94, 2.90, -1.71)
C (2.88, 3.51, -2.33)
C (1.58, 3.20, -1.87)
C (0.44, 3.90, -2.35)
C (-0.76, 3.75, -1.72)
C (-0.83, 2.88, -0.62)
N (0.15, 2.12, -0.23)
C (1.37, 2.23, -0.86)
C (2.33, -1.75, 4.25)
H (-0.76, -2.69, 5.25)
H (-1.34, -0.74, 3.82)
H (4.34, -0.04, 0.91)
H (4.64, 1.43, -0.33)
H (4.95, 3.18, -1.99)
H (3.01, 4.25, -3.11)
H (0.56, 4.58, -3.18)
H (-1.64, 4.30, -2.04)
H (-1.75, 2.81, -0.04)
H (3.37, -2.05, 4.37)
S (0.14, 1.36, -7.03)
C (1.75, 1.76, -7.46)
C (2.56, 1.81, -6.37)
C (1.87, 1.52, -5.16)
C (0.54, 1.25, -5.36)
C (-0.47, 0.93, -4.33)
C (-0.05, 0.46, -3.07)
N (-0.87, 0.25, -2.07)
C (-2.18, 0.49, -2.25)
C (-2.72, 0.87, -3.48)
C (-4.14, 1.08, -3.59)
C (-4.94, 0.98, -2.51)
C (-4.39, 0.68, -1.21)
C (-5.17, 0.69, -0.04)
C (-4.59, 0.47, 1.18)
C (-3.19, 0.22, 1.18)
N (-2.45, 0.19, 0.10)
C (-3.03, 0.42, -1.08)
C (-5.31, 0.50, 2.47)
C (-4.78, 0.52, 3.72)
C (-5.77, 0.54, 4.75)
C (-7.03, 0.54, 4.24)
S (-7.03, 0.51, 2.54)
C (-1.82, 1.09, -4.53)
H (2.00, 1.94, -8.49)
H (3.61, 2.05, -6.42)
H (2.33, 1.54, -4.18)
H (1.00, 0.26, -2.87)
H (-4.55, 1.34, -4.56)
H (-6.01, 1.15, -2.59)
H (-6.23, 0.91, -0.12)
H (-2.67, 0.03, 2.12)
H (-3.72, 0.53, 3.92)
H (-5.54, 0.56, 5.80)
H (-7.96, 0.55, 4.78)
H (-2.20, 1.44, -5.49)
N (1.28, -0.60, 0.09)
C (1.76, -1.78, 0.44)
C (3.05, -1.75, 0.99)
C (3.19, 0.08, 2.74)
C (4.54, -0.21, 3.33)
C (5.29, -1.31, 3.06)
C (5.01, -2.50, 2.27)
C (3.93, -2.74, 1.45)
C (0.83, -2.93, 0.34)
C (-0.16, -2.95, -0.64)
C (-1.07, -4.00, -0.70)
C (-1.00, -5.03, 0.22)
C (-0.03, -5.01, 1.21)
C (0.88, -3.96, 1.28)
H (2.98, 1.15, 2.80)
H (4.96, 0.53, 4.01)
H (6.24, -1.34, 3.59)
H (5.70, -3.32, 2.42)
H (3.78, -3.76, 1.11)
H (-0.21, -2.12, -1.34)
H (-1.83, -4.00, -1.47)
H (-1.72, -5.85, 0.18)
H (0.01, -5.79, 1.96)
H (1.60, -3.91, 2.09)

Mulliken population analysis, charges in e, atoms 1 to 2: number 1, Li, carries 1.069; number 2, Br, carries -0.285

---

[4]
Formula: O4P3
Source: OMol25
Level of theory: ωB97M-V with the def2-TZVPD basis set

Summary:
calculated total energy = -36057.6335 eV
net charge = -1
frontier orbital gap = 6.51 eV

Geometry (Å):
O (-0.76, 1.72, 0.66)
O (2.66, -1.23, -0.12)
O (-2.62, -0.24, 0.03)
O (-0.08, -0.63, 1.06)
P (1.31, -1.14, -0.58)
P (-1.06, 0.27, 0.27)
P (0.54, 1.25, -1.33)

natural (NBO) population analysis, charges in e, atoms 1 to 2: number 1, O, carries -1.029; number 2, O, carries -1.086

---

[5]
Formula: C4H7NO
Source: OMol25
Level of theory: ωB97M-V with the def2-TZVPD basis set

Summary:
calculated total energy = -7793.1539 eV
net charge = 0
structure (SMILES) = C=C=CC[NH2+][O-]
frontier orbital gap = 8.53 eV

Geometry (Å):
C (-0.85, 0.85, 0.09)
C (2.27, -1.05, -0.01)
C (0.55, 0.70, -0.50)
C (1.19, -0.42, -0.37)
N (-1.47, -0.53, 0.08)
O (-0.71, -1.56, 0.44)
H (-1.36, 1.62, -0.44)
H (-0.65, 1.38, 1.11)
H (2.68, -2.01, -0.34)
H (2.90, -0.58, 0.86)
H (0.91, 1.53, -1.10)
H (-1.94, -0.80, -0.88)
H (-2.34, -0.57, 0.82)

natural (NBO) population analysis, charges in e, atoms 1 to 2: number 1, C, carries -0.273; number 2, C, carries -0.509

---

[6]
Formula: C18H36BCl2N3O10P
Source: OMol25
Level of theory: ωB97M-V with the def2-TZVPD basis set

Summary:
calculated total energy = -79199.6016 eV
net charge = +1
frontier orbital gap = 9.78 eV

Geometry (Å):
C (-3.27, -2.35, -1.72)
C (-1.82, -2.32, -1.20)
B (-0.76, -1.88, -2.24)
O (-0.82, -2.18, -3.57)
C (0.52, -0.95, -1.79)
Cl (0.97, -1.54, -0.11)
O (1.61, -1.27, -2.62)
C (2.61, -0.28, -2.83)
O (3.80, -0.89, -3.20)
C (2.85, 0.66, -1.64)
C (3.57, 0.26, -0.34)
Cl (4.52, 1.71, 0.18)
C (4.45, -0.98, -0.31)
C (4.63, -1.51, 1.12)
N (1.50, 1.30, -1.28)
N (1.53, 2.70, -1.60)
C (0.20, 0.58, -1.80)
C (-0.13, 0.94, -3.29)
C (-1.60, 0.85, -3.77)
N (-2.43, 2.03, -3.66)
P (-1.33, 0.98, -0.67)
C (-1.28, 2.81, -0.54)
O (-0.77, 0.62, 0.81)
H (-3.78, -3.28, -1.48)
H (-3.85, -1.54, -1.27)
H (-3.33, -2.22, -2.81)
H (-1.75, -1.66, -0.33)
H (-1.54, -3.32, -0.83)
H (-0.17, -2.77, -3.94)
H (2.28, 0.37, -3.65)
H (3.65, -1.84, -3.27)
H (3.42, 1.47, -2.09)
H (2.85, 0.17, 0.47)
H (5.42, -0.74, -0.76)
H (3.99, -1.75, -0.94)
H (3.91, -2.29, 1.34)
H (5.63, -1.94, 1.25)
H (4.51, -0.72, 1.86)
H (1.43, 1.18, -0.26)
H (1.88, 3.20, -0.79)
H (0.61, 3.00, -1.87)
H (0.29, 1.92, -3.56)
H (0.40, 0.22, -3.92)
H (-1.53, 0.55, -4.82)
H (-2.12, 0.02, -3.27)
H (-1.94, 2.91, -3.70)
H (-3.08, 2.02, -2.89)
H (-1.16, 3.34, -1.48)
H (-0.52, 3.16, 0.18)
H (-2.26, 3.09, -0.14)
H (-0.09, 1.24, 1.14)
C (-0.47, 1.12, 5.04)
C (0.40, 2.25, 5.55)
O (1.20, 2.56, 4.39)
C (0.54, 2.15, 3.31)
O (0.85, 2.40, 2.17)
O (-0.52, 1.42, 3.63)
H (-1.48, 1.10, 5.44)
H (0.00, 0.14, 5.17)
H (-0.17, 3.14, 5.82)
H (1.06, 1.98, 6.37)
C (-2.42, -1.77, 3.34)
C (-3.26, -2.09, 2.11)
O (-4.29, -2.91, 2.65)
C (-4.42, -2.63, 3.98)
O (-5.29, -3.02, 4.68)
O (-3.39, -1.84, 4.39)
H (-1.98, -0.77, 3.31)
H (-1.65, -2.51, 3.52)
H (-3.71, -1.19, 1.67)
H (-2.71, -2.63, 1.35)

Mulliken population analysis, charges in e, atoms 1 to 2: number 1, C, carries -1.624; number 2, C, carries 0.897

---

[7]
Formula: C50H49F7N2
Source: OMol25
Level of theory: ωB97M-V with the def2-TZVPD basis set

Summary:
calculated total energy = -74636.4400 eV
multiplicity = 2
net charge = +1
frontier orbital gap (alpha / beta) = 6.91 / 2.42 eV

Geometry (Å):
C (4.01, -1.99, 1.25)
C (3.98, -3.35, 2.12)
C (2.70, -3.53, 2.89)
C (1.48, -3.53, 2.00)
N (0.53, -3.52, 1.29)
H (3.11, -1.88, 0.65)
H (4.85, -1.97, 0.55)
H (4.09, -1.12, 1.90)
H (4.79, -3.41, 2.83)
H (4.06, -4.21, 1.45)
H (2.56, -2.70, 3.59)
H (2.66, -4.47, 3.43)
C (1.00, 0.87, -1.16)
C (-0.04, 0.09, -0.26)
C (-0.32, 0.57, 1.16)
C (0.93, 0.98, 1.79)
N (1.94, 1.27, 2.35)
H (1.91, 1.16, -0.63)
H (0.48, 1.78, -1.48)
H (1.33, 0.35, -2.06)
H (0.28, -0.94, -0.12)
H (-0.99, -0.02, -0.79)
H (-0.82, -0.17, 1.77)
H (-0.98, 1.42, 1.02)
F (-3.37, -1.15, 1.00)
C (-4.34, -2.05, 1.30)
C (-5.31, -2.22, 0.36)
C (-6.34, -3.08, 0.64)
C (-6.41, -3.70, 1.92)
C (-5.37, -3.59, 2.84)
C (-4.34, -2.69, 2.54)
H (-5.16, -1.74, -0.60)
H (-7.14, -3.14, -0.09)
H (-7.24, -4.33, 2.22)
H (-5.34, -4.15, 3.76)
H (-3.49, -2.59, 3.20)
F (-1.78, 3.79, -1.24)
C (-1.73, 4.74, -0.25)
C (-1.92, 4.43, 1.06)
C (-1.86, 5.36, 2.08)
C (-1.46, 6.64, 1.73)
C (-1.30, 7.02, 0.39)
C (-1.39, 6.07, -0.56)
H (-2.27, 3.44, 1.34)
H (-2.06, 5.07, 3.10)
H (-1.41, 7.40, 2.50)
H (-1.23, 8.08, 0.21)
H (-1.30, 6.44, -1.57)
F (4.63, -1.17, 4.69)
C (5.63, -0.36, 4.27)
C (5.43, 0.90, 3.88)
C (6.41, 1.69, 3.34)
C (7.65, 1.12, 3.20)
C (7.93, -0.19, 3.54)
C (6.93, -0.93, 4.15)
H (4.42, 1.28, 3.96)
H (6.21, 2.68, 2.95)
H (8.43, 1.71, 2.74)
H (8.89, -0.63, 3.31)
H (7.05, -1.99, 4.31)
F (3.00, -1.33, -7.75)
C (2.89, -0.20, -7.10)
C (3.04, -0.13, -5.72)
C (2.75, 1.06, -5.07)
C (2.35, 2.19, -5.80)
C (2.18, 2.07, -7.16)
C (2.36, 0.89, -7.81)
H (3.33, -0.98, -5.12)
H (2.90, 1.11, -4.00)
H (2.13, 3.14, -5.32)
H (1.89, 2.96, -7.71)
H (2.34, 0.86, -8.89)
F (-4.38, -0.55, -3.11)
C (-3.81, -1.80, -3.13)
C (-3.93, -2.59, -4.32)
C (-3.32, -3.81, -4.49)
C (-2.62, -4.33, -3.42)
C (-2.41, -3.55, -2.29)
C (-2.98, -2.30, -2.10)
H (-4.58, -2.16, -5.07)
H (-3.50, -4.41, -5.37)
H (-2.14, -5.30, -3.48)
H (-1.79, -3.98, -1.52)
H (-2.72, -1.72, -1.22)
F (-1.19, -1.24, 4.13)
C (-0.56, -0.95, 5.32)
C (0.78, -0.61, 5.30)
C (1.37, -0.36, 6.54)
C (0.62, -0.22, 7.71)
C (-0.74, -0.48, 7.65)
C (-1.35, -0.85, 6.45)
H (1.33, -0.70, 4.37)
H (2.42, -0.17, 6.62)
H (1.05, 0.10, 8.64)
H (-1.25, -0.33, 8.59)
H (-2.41, -1.06, 6.40)
F (-2.04, 0.29, -7.03)
C (-2.42, 0.96, -5.94)
C (-3.60, 1.68, -5.91)
C (-3.91, 2.57, -4.87)
C (-3.04, 2.65, -3.80)
C (-1.83, 1.93, -3.74)
C (-1.58, 0.99, -4.79)
H (-4.19, 1.75, -6.81)
H (-4.76, 3.23, -4.90)
H (-3.32, 3.30, -2.99)
H (-1.21, 2.15, -2.88)
H (-0.70, 0.37, -4.83)

Mulliken population analysis, charges in e, atoms 1 to 2: number 1, C, carries -0.809; number 2, C, carries -0.533

---

[8]
Formula: C19H13F5KN5O2S
Source: OMol25
Level of theory: ωB97M-V with the def2-TZVPD basis set

Summary:
calculated total energy = -72209.7011 eV
net charge = -2
frontier orbital gap = 5.85 eV

Geometry (Å):
K (1.53, -1.83, 0.21)
N (-1.02, -3.42, 4.16)
C (-0.84, -2.41, 3.23)
S (0.48, -1.35, 3.45)
N (-1.81, -2.36, 2.32)
N (-1.53, -1.64, 1.20)
C (-2.53, -1.06, 0.65)
C (-2.32, -0.34, -0.60)
C (-3.35, 0.47, -1.11)
C (-3.13, 1.22, -2.25)
C (-1.89, 1.15, -2.86)
C (-0.93, 0.32, -2.29)
N (-1.13, -0.41, -1.21)
H (-0.18, -3.61, 4.68)
H (-1.46, -4.24, 3.75)
H (-3.52, -1.08, 1.10)
H (-4.30, 0.51, -0.59)
H (-3.91, 1.85, -2.65)
H (-1.65, 1.73, -3.75)
H (0.06, 0.25, -2.73)
O (5.00, 0.42, -0.15)
C (3.81, 0.28, -0.51)
O (3.23, -0.71, -0.98)
C (2.93, 1.53, -0.31)
C (3.54, 2.82, -0.43)
C (2.76, 3.93, -0.32)
C (1.38, 3.79, -0.03)
C (0.50, 4.88, 0.13)
C (-0.82, 4.67, 0.44)
C (-1.30, 3.35, 0.63)
C (-0.47, 2.28, 0.49)
C (0.89, 2.48, 0.13)
N (1.66, 1.37, -0.05)
H (4.60, 2.85, -0.60)
H (3.19, 4.92, -0.42)
H (0.88, 5.89, 0.00)
H (-1.49, 5.51, 0.56)
H (-2.34, 3.19, 0.90)
H (-0.79, 1.26, 0.65)
F (1.25, -5.88, 1.06)
C (1.51, -4.98, -0.02)
F (2.71, -5.51, -0.58)
C (0.47, -5.42, -1.05)
F (0.58, -4.70, -2.19)
F (0.52, -6.72, -1.46)
F (-0.78, -5.24, -0.60)

natural (NBO) population analysis, charges in e, atoms 1 to 2: number 1, K, carries 0.895; number 2, N, carries -0.829